C3H4F2 | wB97M-V/def2-TZVPD

```
9
Properties=species:S:1:pos:R:3:nbo_charge:R:1
C 0.8566 0.2623 -0.1758 -0.4944
C -0.5408 0.5703 -0.5030 -0.4972
C -0.1878 -0.7355 0.1270 0.7851
F -0.2489 -2.0354 -0.0352 -0.2508
F -0.4538 -0.4014 2.1717 -0.6087
H 1.4624 -0.1587 -0.9924 0.2393
H 1.3099 0.7998 0.6212 0.2725
H -1.2324 1.0499 0.3266 0.3045
H -0.9651 0.6488 -1.5401 0.2497
```

Results
- ΔE to the lowest compared entry with this formula, charge and spin (kcal/mol) = 85.3
- gap between HOMO and LUMO (eV) = 10.6
- total energy (eV) = -8606.416

---

C5H6F3N3 | wB97M-V/def2-TZVPD

```
17
Properties=species:S:1:pos:R:3:nbo_charge:R:1
C 2.0462 -0.0565 -0.5579 -0.1479
C 1.4732 -1.0518 0.1323 -0.1252
C 1.1864 0.8566 -1.2482 -0.1082
C -0.7053 0.0537 -0.0624 0.2713
C -0.9895 0.8552 1.2420 0.9542
N -0.0488 1.1035 -1.0260 -0.3281
N 0.1097 -1.0602 0.4067 -0.5193
N -1.8404 -0.3865 -0.8275 -0.7934
F -1.7313 1.9392 1.1113 -0.2980
F -1.6613 -0.0475 2.1162 -0.3669
F 0.1486 1.1661 1.8269 -0.3054
H 3.1741 0.0744 -0.7026 0.2303
H 2.2563 -1.7573 0.5013 0.2124
H 1.5868 1.4962 -1.9488 0.1876
H -0.3830 -1.9578 0.3313 0.3976
H -2.6593 0.1234 -0.7027 0.3858
H -1.9623 -1.3508 -0.5919 0.3531
```

Results
- ⟨S²⟩ = 2.0125
- ΔE to the lowest compared entry with this formula, charge and spin (kcal/mol) = 0.8
- gap between HOMO and LUMO (alpha / beta) (eV) = 6.3 / 7.6
- total energy (eV) = -17900.807
- multiplicity = 3

---

C9H34N8O8 | wB97M-V/def2-TZVPD

```
59
Properties=species:S:1:pos:R:3:nbo_charge:R:1
N -0.7512 0.3390 -0.3098 -0.9512
C 0.3258 0.9590 -0.7598 0.7525
N 1.3138 0.7440 -0.0098 -0.9012
O 0.4388 1.4270 -2.0178 -0.7386
H -1.5082 0.3500 -1.0828 0.4678
H -0.9852 0.2720 0.7052 0.4165
H 2.3108 0.8070 -0.3478 0.4460
H 1.2288 0.3250 0.9502 0.4033
N 0.9938 -0.4940 2.3242 -0.8486
C 0.0098 0.0150 2.9462 0.7609
N -1.0852 -0.3340 2.3292 -0.9114
O -0.0222 0.8730 4.0002 -0.7166
H 1.8848 -0.5060 2.8332 0.4191
H 0.7938 -1.2330 1.6502 0.4187
H -2.0062 0.1780 2.5142 0.4429
H -1.2582 -1.1940 1.7092 0.4194
N -1.7062 -2.6130 0.8572 -0.8785
C -0.5042 -3.0770 0.6392 0.7567
N 0.3558 -2.1320 0.3802 -0.8872
O -0.1142 -4.3970 0.9512 -0.6946
H -2.4012 -3.2640 1.3512 0.4187
H -2.2902 -2.1850 0.0892 0.4261
H 1.2548 -2.4960 0.0702 0.4246
H 0.1338 -1.2210 -0.1438 0.4649
N -3.2292 -2.4570 -1.6618 -0.8392
C -3.5602 -1.2280 -1.3118 0.7340
N -4.4962 -1.2130 -0.3958 -0.7975
O -3.0542 -0.0380 -1.8858 -0.7218
H -2.4562 -2.5160 -2.4038 0.4474
H -3.5912 -3.3600 -1.3018 0.4198
H -4.9082 -0.3390 -0.0838 0.4310
H -4.8842 -2.0130 -0.0268 0.3848
C 1.2768 -1.5000 -3.0338 -0.6476
C 1.9178 -2.0160 -4.2768 -0.0687
O 1.0868 -3.1250 -4.7458 -0.7323
H 0.8598 -2.2800 -2.4148 0.1951
H 0.3468 -0.9370 -3.2088 0.2361
H 1.8998 -0.8140 -2.4548 0.2204
H 2.8958 -2.3950 -3.9828 0.1556
H 2.0628 -1.1870 -5.0228 0.1737
H 1.5858 -3.6580 -5.3168 0.4655
C -2.3432 2.7400 2.4742 -0.2522
O -3.2232 1.7550 3.0452 -0.7577
H -2.9242 3.5730 2.1602 0.1698
H -1.7682 2.3260 1.6262 0.1749
H -1.6412 2.9770 3.2012 0.1968
H -3.4082 2.0100 3.9712 0.4821
C 1.2518 3.9650 1.4222 -0.2551
O 1.9168 2.8660 1.8622 -0.7211
H 1.6658 4.9310 1.7882 0.1737
H 0.2668 3.8820 1.8582 0.1509
H 1.0598 3.9640 0.3132 0.1672
H 1.6318 2.3140 1.1762 0.4739
C 4.5148 2.4470 -0.4108 -0.2510
O 4.0588 1.1480 -0.4678 -0.7424
H 5.5048 2.4120 0.0882 0.1561
H 3.9698 3.1430 0.2242 0.2110
H 4.6938 2.9180 -1.3668 0.1682
H 4.6058 0.5600 -1.0648 0.4885
```

Results
- ΔE to the lowest compared entry with this formula, charge and spin (kcal/mol) = 170.1
- gap between HOMO and LUMO (eV) = 8.6
- total energy (eV) = -38180.883

---

C36H33Cl2O4SSbSe4SiV | wB97M-V/def2-TZVPD

```
83
Properties=species:S:1:pos:R:3:nbo_charge:R:1
V 0.4263 -0.0916 -0.0305 0.8042
Cl -1.6580 3.2445 -1.0283 0.0020
C -2.6303 2.3818 0.1270 -0.0565
C -3.9944 2.3390 -0.1190 -0.2473
C -4.8404 1.7548 0.8100 -0.2137
C -4.3209 1.2658 1.9948 -0.2423
C -2.9510 1.2962 2.2116 -0.0624
Cl -2.3835 0.6722 3.7416 0.0019
C -2.0455 1.7996 1.2674 -0.1019
S -0.3358 1.6680 1.4659 -0.2587
H -4.3780 2.7573 -1.0403 0.2145
H -5.9031 1.6806 0.6119 0.2054
H -4.9603 0.8093 2.7377 0.2263
C 3.0148 1.9228 1.5411 -0.7087
C 2.2685 0.9442 0.6920 0.7789
O 1.8887 1.2922 -0.5262 -0.7037
O 2.0824 -0.2430 1.1440 -0.6272
H 2.6956 2.9359 1.3148 0.2395
H 4.0748 1.8160 1.2916 0.2240
H 2.8646 1.6896 2.5903 0.2429
Se -0.9342 -4.4464 3.7237 -0.7519
Sb -2.1187 -3.3710 1.9017 1.0571
Se -4.5188 -3.0951 2.4129 -0.5627
Se -3.0154 -5.0406 0.2800 -0.5355
Se -0.7787 -1.4746 1.0151 -0.3213
C 6.8856 -1.0642 -4.9742 -0.6286
C 5.6164 -0.9073 -4.1776 0.0253
C 5.1230 -1.9466 -3.4068 -0.2420
C 3.9296 -1.8299 -2.6919 0.0685
C 3.4382 -3.0090 -1.8942 -0.6411
C 3.2127 -0.6297 -2.7858 -0.1366
C 1.8719 -0.4912 -2.1460 0.4669
O 1.4088 -1.2442 -1.2960 -0.5652
C 3.7038 0.4449 -3.5334 0.0625
C 2.9885 1.7723 -3.5962 -0.6607
C 4.9067 0.2879 -4.2140 -0.2489
H 7.3167 -2.0560 -4.8392 0.2100
H 7.6304 -0.3233 -4.6764 0.2129
H 6.6925 -0.9202 -6.0390 0.2141
H 5.6673 -2.8842 -3.3620 0.1989
H 4.1316 -3.8442 -2.0019 0.1959
H 2.4500 -3.3309 -2.2267 0.2537
H 3.3424 -2.7649 -0.8381 0.2500
H 1.1963 0.2188 -2.6346 0.1782
H 2.0815 1.7189 -4.2011 0.2347
H 3.6443 2.5232 -4.0362 0.2037
H 2.6895 2.1116 -2.6039 0.2629
H 5.2941 1.1215 -4.7923 0.1958
O -0.9060 0.2510 -1.4381 -1.1930
Si -1.6031 -0.5937 -2.6124 2.0010
C -3.4131 -0.9928 -2.3746 -0.5467
C -4.2040 -1.2467 -3.5106 -0.1983
C -5.5231 -1.6585 -3.3923 -0.2432
C -6.0701 -1.8756 -2.1296 -0.2118
C -5.3071 -1.6430 -0.9962 -0.2283
C -4.0004 -1.1811 -1.1208 -0.1066
C -0.8728 -2.2866 -3.0459 -0.5313
C -0.9401 -3.3412 -2.1298 -0.1016
C -0.4432 -4.6030 -2.4279 -0.2336
C 0.1350 -4.8548 -3.6670 -0.2326
C 0.1959 -3.8371 -4.6082 -0.2335
C -0.3080 -2.5734 -4.3005 -0.2151
C -1.5034 0.5744 -4.1434 -0.4528
C -0.3727 0.7173 -4.9652 -0.2156
C -0.3111 1.6682 -5.9804 -0.2257
C -1.3838 2.5218 -6.2003 -0.2339
C -2.5076 2.4214 -5.3917 -0.2236
C -2.5643 1.4636 -4.3860 -0.1800
H -3.7773 -1.1262 -4.5021 0.2019
H -6.1189 -1.8285 -4.2823 0.1907
H -7.0906 -2.2317 -2.0327 0.1927
H -5.6943 -1.8534 -0.0074 0.2359
H -3.4341 -0.9415 -0.2264 0.2192
H -1.3804 -3.1775 -1.1532 0.2289
H -0.5306 -5.3880 -1.6862 0.2247
H 0.5301 -5.8380 -3.8971 0.1955
H 0.6303 -4.0209 -5.5849 0.1917
H -0.2669 -1.8115 -5.0656 0.2015
H 0.4936 0.0831 -4.8103 0.1983
H 0.5777 1.7399 -6.5980 0.1956
H -1.3370 3.2679 -6.9854 0.1948
H -3.3445 3.0936 -5.5435 0.1991
H -3.4511 1.4041 -3.7655 0.2217
```

Results
- ⟨S²⟩ = 3.7938
- gap between HOMO and LUMO (alpha / beta) (eV) = 5.6 / 5.7
- total energy (eV) = -383432.936
- multiplicity = 4
- charge = -2

---

C2H4N2O2S | wB97M-V/def2-TZVPD

```
11
Properties=species:S:1:pos:R:3:nbo_charge:R:1
O -2.4845 -1.0892 1.0083 -0.6460
C -1.2261 -0.7963 1.3138 0.3997
N -0.5614 0.2027 0.8572 -0.6676
S -1.1211 1.3519 -0.2985 0.1260
H -2.6368 -0.4353 0.2849 0.4794
H -0.8939 -1.4410 2.1094 0.1801
H 0.1444 1.6850 -0.5576 0.1273
N 2.5962 0.7242 -0.9272 -0.7628
C 2.0042 -0.3191 -1.1670 0.8690
O 1.7202 -1.4587 -1.3294 -0.5028
H 2.4587 1.5760 -1.2939 0.3977
```

Results
- ΔE to the lowest compared entry with this formula, charge and spin (kcal/mol) = 36.0
- gap between HOMO and LUMO (eV) = 9.5
- total energy (eV) = -20047.922

---

C4H3NO2 | wB97M-V/def2-TZVPD

```
10
Properties=species:S:1:pos:R:3:nbo_charge:R:1
O -1.6529 2.0501 0.7518 -0.4801
C -0.6464 1.8570 0.1117 0.3634
C 0.1493 0.6438 0.3061 0.3200
N 1.0223 0.2375 -0.5551 -0.3821
C 0.9208 -1.1240 -0.5263 -0.1361
C -0.0441 -1.5134 0.3515 0.1068
O -0.5528 -0.4127 0.9242 -0.3765
H -0.2912 2.4660 -0.7467 0.1452
H 1.5365 -1.6985 -1.1794 0.2186
H -0.4415 -2.5059 0.5622 0.2208
```

Results
- ΔE to the lowest compared entry with this formula, charge and spin (kcal/mol) = 35.1
- gap between HOMO and LUMO (eV) = 9.6
- total energy (eV) = -9780.163

---

C3H9O | wB97M-V/def2-TZVPD

```
13
Properties=species:S:1:pos:R:3:nbo_charge:R:1
O -0.4031 -0.3666 2.8677 -1.3558
H -0.8305 -1.1142 3.3016 0.3889
C 0.0293 0.6154 -2.2202 -0.6009
C -0.1665 0.5216 -0.7088 -0.3888
C 0.5723 -0.6433 -0.0662 -0.6500
H -0.3037 -0.3026 -2.7130 0.1859
H -0.5086 1.4599 -2.6645 0.1856
H 1.0877 0.7290 -2.4715 0.1853
H 0.1663 1.4570 -0.2461 0.1899
H -1.2281 0.4299 -0.4703 0.1979
H 0.3133 -0.7006 1.0099 0.3323
H 1.6560 -0.5274 -0.1851 0.1659
H 0.2812 -1.5832 -0.5480 0.1639
```

Results
- ΔE to the lowest compared entry with this formula, charge and spin (kcal/mol) = 0.0
- gap between HOMO and LUMO (eV) = 6.2
- total energy (eV) = -5303.895
- charge = -1